77
Properties=species:S:1:pos:R:3 method="wB97M-V/def2-TZVPD" e_homo_ev="-12.23 / -12.24" total_charge=+2 molar_mass_g_mol=934.34 spin_multiplicity=5
Pm 0.63 0.15 -0.53
C 2.64 0.90 -3.30
O 2.38 1.04 -1.91
C 2.71 2.39 -1.51
C 2.50 2.55 -0.01
O 1.19 2.29 0.37
C 0.66 3.52 0.95
H 2.92 1.92 -3.63
H 1.78 0.47 -3.78
H 3.53 0.25 -3.46
H 1.97 3.01 -2.01
H 3.72 2.69 -1.80
H 2.67 3.58 0.35
H 3.22 1.96 0.58
H 1.38 3.93 1.66
H -0.31 3.36 1.41
H 0.55 4.27 0.13
Br 8.17 -1.91 1.82
C 6.34 -1.68 1.59
C 5.85 -0.97 0.48
C 4.46 -0.84 0.27
C 3.54 -1.27 1.20
C 4.04 -1.85 2.37
C 5.39 -2.23 2.43
N 2.13 -1.04 1.00
C 1.25 -1.70 1.77
C 0.06 -2.18 1.25
C -0.90 -2.67 2.26
C -2.25 -2.76 1.90
C -2.60 -2.50 0.57
C -1.61 -2.19 -0.34
N -0.29 -1.99 -0.05
H 6.57 -0.64 -0.26
H 4.09 -0.38 -0.66
H 3.33 -2.09 3.12
H 5.76 -2.94 3.24
H 1.44 -1.72 2.88
H -0.52 -2.80 3.32
H -2.98 -3.00 2.65
H -3.60 -2.60 0.20
H -1.91 -2.08 -1.34
Br -1.20 2.04 -2.48
C -1.27 0.78 -3.88
C -2.15 1.14 -4.90
C -2.75 0.13 -5.66
C -2.54 -1.19 -5.42
C -1.49 -1.59 -4.57
C -0.99 -2.91 -4.63
C 0.30 -3.21 -4.09
C 1.00 -2.21 -3.35
C 0.41 -0.93 -3.06
C -0.72 -0.58 -3.81
H -2.51 2.13 -4.95
H -3.33 0.37 -6.51
H -2.96 -2.05 -5.95
H -1.59 -3.63 -5.22
H 0.81 -4.13 -4.31
H 1.81 -2.50 -2.71
Cl -2.23 -0.23 6.21
C -2.06 1.39 7.02
Cl -0.31 1.63 7.59
H -2.68 1.42 7.94
H -2.29 2.18 6.33
F -6.32 1.15 2.38
C -5.32 1.94 2.80
F -5.12 1.87 4.13
F -5.76 3.21 2.52
C -4.06 1.52 2.01
C -2.87 1.15 2.73
C -1.75 0.89 2.01
N -1.68 0.78 0.66
C -2.85 1.05 0.00
C -3.95 1.59 0.62
H -2.92 0.97 3.81
H -0.85 0.68 2.56
H -2.97 0.85 -1.04
H -4.75 2.05 0.03